{"formula": "C28H29F3IMnNO9S3", "method": "ωB97M-V with the def2-TZVPD basis set", "multiplicity": 6, "homo_lumo_gap_ev": [8.00, 8.76], "de_lowest_kj_mol": 114.2, "homo_energy_ev": [-7.956, -8.721], "total_energy_ev": -129504.7302, "species": ["Mn", "O", "S", "C", "C", "C", "C", "S", "O", "C", "C", "C", "C", "C", "C", "C", "C", "C", "C", "C", "C", "H", "H", "H", "H", "H", "H", "H", "H", "H", "H", "H", "H", "H", "H", "H", "H", "H", "H", "F", "C", "F", "F", "S", "O", "O", "O", "C", "N", "C", "C", "O", "H", "H", "H", "H", "H", "H", "H", "I", "C", "C", "C", "C", "C", "C", "C", "O", "O", "H", "H", "H", "H", "O", "C"], "positions_angstrom": [[-1.13522, 1.15612, 0.38320], [-0.08715, -0.50973, -1.03491], [0.76898, -1.52247, -1.72119], [1.10325, -0.88762, -3.39362], [1.86273, 0.42388, -3.53370], [1.12799, 1.68916, -3.08453], [-0.03125, 2.11804, -3.99589], [-1.70252, 2.02238, -3.20079], [-1.42794, 1.70363, -1.77151], [-2.29328, 0.50105, -3.94763], [-2.72908, -0.52859, -3.13092], [-3.21532, -1.68925, -3.72078], [-3.27308, -1.80542, -5.10070], [-2.86267, -0.75087, -5.90755], [-2.37954, 0.41274, -5.33152], [2.39723, -1.39014, -0.99618], [3.32942, -2.38690, -1.24858], [4.59096, -2.29120, -0.67960], [4.89812, -1.21740, 0.14716], [3.94627, -0.24193, 0.41232], [2.68495, -0.32424, -0.15968], [0.10660, -0.84627, -3.84184], [1.64255, -1.70480, -3.88197], [2.14008, 0.52032, -4.58814], [2.80368, 0.34635, -2.98495], [1.85128, 2.50450, -3.05515], [0.76206, 1.57678, -2.06416], [-0.08180, 1.52358, -4.90817], [0.07001, 3.16198, -4.28837], [-2.69488, -0.41325, -2.05624], [-3.56232, -2.49868, -3.09136], [-3.65651, -2.71113, -5.55233], [-2.93026, -0.83017, -6.98455], [-2.07997, 1.24495, -5.95889], [3.07153, -3.23356, -1.87543], [5.32892, -3.05932, -0.87007], [5.88083, -1.14797, 0.59516], [4.17776, 0.58765, 1.06765], [1.92873, 0.41727, 0.05884], [-4.71127, 1.29188, 2.53114], [-5.23855, 1.34875, 1.31099], [-6.01755, 2.42834, 1.23090], [-5.99778, 0.26492, 1.12544], [-3.92081, 1.43342, 0.03150], [-4.61308, 1.43334, -1.22243], [-3.11676, 0.21442, 0.30173], [-3.12583, 2.59624, 0.37540], [0.74302, -3.99038, 1.54870], [1.03030, -2.58217, 1.71422], [2.32750, -2.21212, 2.24752], [0.08962, -1.64859, 1.50173], [0.25245, -0.45084, 1.68533], [0.68602, -4.50273, 2.51241], [1.52798, -4.46089, 0.95400], [-0.20546, -4.11371, 1.02865], [2.43497, -2.55957, 3.27785], [2.41828, -1.12944, 2.22451], [3.11733, -2.65659, 1.63875], [-0.84624, -2.05711, 1.09487], [0.62506, 1.46097, 9.35972], [0.32731, 1.66079, 7.30513], [-0.79728, 1.09471, 6.72011], [-0.99115, 1.23379, 5.35575], [-0.06743, 1.93124, 4.58543], [1.05531, 2.49324, 5.18154], [1.25539, 2.36038, 6.54682], [-0.30441, 2.04638, 3.10873], [0.62958, 2.66386, 2.44942], [-1.32598, 1.56519, 2.61950], [-1.51428, 0.55421, 7.32247], [-1.86067, 0.80876, 4.87290], [1.76850, 3.03222, 4.57319], [2.12619, 2.79766, 7.01536], [1.36972, 3.19835, 0.33501], [0.53890, 2.53159, 0.83229]], "forces_ev_per_a": [[0.089, -0.166, 0.288], [-0.101, -0.031, 0.016], [-0.093, 0.060, -0.108], [0.046, -0.093, 0.010], [-0.032, 0.010, 0.063], [-0.062, 0.034, -0.011], [0.050, -0.079, -0.032], [0.193, -0.071, -0.018], [-0.147, 0.160, 0.243], [0.071, 0.010, -0.011], [0.047, 0.050, 0.043], [0.005, 0.008, 0.060], [-0.010, -0.003, -0.027], [-0.011, 0.012, -0.018], [-0.009, -0.018, -0.016], [0.015, 0.131, -0.065], [0.039, -0.053, -0.010], [-0.011, -0.025, -0.010], [0.020, 0.124, -0.008], [0.165, 0.047, -0.209], [0.072, 0.132, -0.236], [-0.045, -0.006, 0.012], [0.003, 0.001, 0.013], [-0.006, -0.004, -0.008], [0.011, 0.019, 0.030], [-0.010, -0.004, 0.009], [0.020, 0.010, -0.005], [0.000, 0.016, -0.014], [-0.034, 0.015, 0.048], [0.023, -0.036, 0.010], [0.007, 0.007, -0.005], [0.004, 0.002, 0.001], [0.004, -0.003, -0.001], [-0.006, -0.017, -0.007], [0.009, 0.010, -0.016], [0.001, 0.001, -0.010], [0.002, -0.001, 0.000], [0.008, 0.009, 0.005], [0.009, 0.003, -0.057], [0.014, -0.003, 0.028], [-0.002, 0.018, -0.056], [0.005, -0.010, 0.010], [0.022, 0.004, 0.002], [0.148, -0.220, 0.028], [-0.084, 0.010, 0.021], [0.037, -0.074, -0.132], [-0.047, 0.182, 0.028], [0.019, -0.011, -0.019], [-0.102, 0.026, 0.098], [-0.056, -0.062, 0.210], [0.046, -0.179, -0.083], [-0.212, 0.161, 0.041], [0.015, 0.023, -0.002], [0.010, 0.000, -0.023], [-0.013, 0.004, 0.016], [-0.028, -0.039, 0.013], [-0.075, -0.195, 0.143], [-0.074, 0.006, 0.035], [-0.015, 0.015, 0.066], [0.008, -0.009, 0.043], [-0.007, 0.012, -0.057], [0.012, 0.005, 0.020], [0.043, 0.050, 0.006], [-0.013, 0.021, -0.121], [-0.047, -0.046, 0.011], [0.012, -0.007, 0.023], [-0.047, 0.007, 0.180], [0.036, -0.032, 0.226], [0.002, 0.038, -0.294], [0.002, 0.003, 0.003], [0.003, 0.005, -0.014], [-0.022, 0.003, -0.013], [-0.004, 0.001, 0.008], [-0.105, -0.172, 0.199], [0.183, 0.203, -0.593]], "lowdin_spin": [4.722, 0.024, 0.006, 0.001, 0.000, 0.000, 0.001, 0.010, 0.033, 0.001, 0.000, 0.000, 0.000, 0.000, 0.000, 0.001, 0.000, 0.000, 0.000, 0.000, 0.000, 0.000, 0.000, 0.000, 0.000, 0.000, 0.000, 0.000, 0.000, 0.000, 0.000, 0.000, 0.000, 0.000, 0.000, 0.000, 0.000, 0.000, 0.001, 0.000, 0.001, 0.001, 0.000, 0.008, 0.004, 0.032, 0.026, 0.000, 0.002, 0.000, 0.003, 0.026, 0.000, 0.000, 0.000, 0.000, 0.000, 0.000, 0.000, 0.000, 0.000, 0.000, 0.001, 0.002, 0.001, 0.000, 0.006, 0.008, 0.038, 0.000, 0.000, 0.000, 0.000, 0.011, 0.027]}

=====

{"formula": "HIN3P", "method": "ωB97M-V with the def2-TZVPD basis set", "homo_lumo_gap_ev": [7.46, 6.79], "de_lowest_kj_mol": 462.6, "homo_energy_ev": [-7.962, -7.834], "total_energy_ev": -21871.8739, "species": ["N", "N", "N", "P", "I", "H"], "positions_angstrom": [[-0.29008, -0.26347, -0.70282], [-0.79400, 0.47031, 0.17171], [-1.76665, 0.75878, 0.72512], [1.45317, 0.66671, -0.26936], [2.22320, -0.88798, 1.41221], [-0.82565, -0.74436, -1.33685]], "forces_ev_per_a": [[5.415, 1.305, 0.787], [-3.361, 1.129, 1.944], [1.154, 0.144, -0.191], [-1.651, -1.198, -0.614], [0.075, 0.015, -0.025], [-1.631, -1.395, -1.900]], "mulliken_charge": [-0.358, 0.437, -0.381, 0.086, -0.008, 0.224]}

=====

{"formula": "C11H18EuF6N4Sb", "method": "ωB97M-V with the def2-TZVPD basis set", "multiplicity": 7, "total_charge": 2, "homo_lumo_gap_ev": [6.48, 6.49], "homo_energy_ev": [-15.971, -15.970], "total_energy_ev": -59821.0861, "species": ["Eu", "C", "C", "N", "C", "C", "C", "C", "C", "C", "C", "N", "C", "C", "N", "N", "H", "H", "H", "H", "H", "H", "H", "H", "H", "H", "H", "H", "H", "H", "H", "H", "H", "H", "F", "Sb", "F", "F", "F", "F", "F"], "positions_angstrom": [[0.40599, 0.71360, -1.35465], [0.05961, -2.33532, 0.12232], [1.46874, -2.25687, -0.46988], [2.07115, -0.90287, -0.35079], [2.50323, -0.52412, 1.00941], [1.39437, 0.09826, 1.82851], [1.42522, 0.06493, 3.21440], [0.38521, 0.65170, 3.91649], [-0.66051, 1.24844, 3.23127], [-0.62878, 1.25196, 1.84527], [-1.72887, 1.90452, 1.03951], [-1.82340, 1.38242, -0.33920], [-2.71157, 0.20000, -0.49737], [-2.11232, -1.07070, 0.10782], [-0.85156, -1.41016, -0.56893], [0.39210, 0.70159, 1.17103], [0.07365, -2.09575, 1.18545], [-0.28788, -3.36792, 0.02988], [1.44306, -2.52127, -1.52891], [2.09292, -3.00327, 0.02956], [2.89585, -0.89382, -0.94076], [3.31367, 0.20437, 0.92784], [2.91261, -1.37999, 1.55297], [2.24414, -0.41748, 3.73055], [0.37944, 0.62393, 4.99804], [-1.48266, 1.70833, 3.76259], [-1.50907, 2.97391, 0.98923], [-2.68386, 1.80947, 1.56286], [-2.22505, 2.11930, -0.90863], [-2.89142, 0.05320, -1.56535], [-3.68380, 0.38492, -0.03211], [-2.84813, -1.87218, -0.00178], [-1.93222, -0.94817, 1.17564], [-1.06340, -1.78362, -1.48930], [0.10559, -0.35457, -3.11733], [0.89971, 1.37387, -4.30907], [1.94268, 0.05769, -5.08287], [2.10314, 1.13614, -2.53974], [1.61963, 3.07492, -4.40212], [-0.30227, 2.15508, -2.71078], [-0.70491, 1.24552, -5.22107]], "forces_ev_per_a": [[-1.177, -1.525, 6.694], [0.114, -0.222, -0.174], [-0.194, -0.092, 0.384], [0.050, 0.013, -0.137], [-0.111, 0.011, 0.121], [-0.110, 0.063, 0.320], [0.025, -0.066, -0.199], [0.005, -0.002, 0.114], [-0.026, 0.026, -0.171], [0.077, -0.089, 0.280], [0.076, -0.018, 0.058], [0.033, -0.026, -0.078], [0.026, -0.218, 0.419], [-0.290, -0.001, -0.234], [0.450, 0.707, -0.377], [0.094, 0.091, -0.439], [-0.041, 0.073, -0.005], [0.021, -0.007, 0.097], [-0.007, 0.055, -0.031], [0.031, 0.015, -0.012], [0.125, -0.070, -0.008], [0.013, -0.016, -0.083], [-0.005, -0.031, -0.038], [-0.016, -0.027, 0.010], [0.015, 0.039, 0.006], [-0.033, -0.043, -0.004], [-0.051, 0.011, -0.077], [0.011, -0.031, 0.025], [-0.049, 0.090, -0.040], [0.037, 0.025, -0.022], [-0.008, 0.020, -0.022], [0.007, -0.008, 0.093], [0.105, 0.018, -0.009], [-0.140, -0.263, 0.003], [0.282, 0.299, -2.658], [-0.676, -0.862, 2.230], [-0.295, 0.911, 0.004], [0.535, 0.742, -2.716], [-0.269, -0.857, -0.500], [0.454, 0.993, -2.854], [0.911, 0.272, 0.029]], "lowdin_spin": [6.044, 0.000, 0.000, -0.007, 0.000, 0.000, 0.000, 0.000, 0.000, 0.000, 0.000, -0.009, 0.000, 0.000, -0.008, -0.008, 0.000, 0.000, 0.000, 0.000, 0.000, 0.000, 0.000, 0.000, 0.000, 0.000, 0.000, 0.000, 0.000, 0.000, 0.000, 0.000, 0.000, 0.000, -0.004, 0.001, 0.000, -0.008, 0.001, -0.003, 0.000]}

=====

{"formula": "C14H38BrN3O3P2", "method": "ωB97M-V with the def2-TZVPD basis set", "smiles": "NCCP(Br)P(=O)(O)O.CCN(CC)CC.CCN(CC)CC", "homo_lumo_gap_ev": 7.53, "homo_energy_ev": -8.173, "total_energy_ev": -114368.7579, "species": ["N", "C", "C", "P", "Br", "P", "O", "O", "O", "H", "H", "H", "H", "H", "H", "H", "H", "C", "C", "N", "C", "C", "C", "C", "H", "H", "H", "H", "H", "H", "H", "H", "H", "H", "H", "H", "H", "H", "H", "C", "C", "N", "C", "C", "C", "C", "H", "H", "H", "H", "H", "H", "H", "H", "H", "H", "H", "H", "H", "H", "H"], "positions_angstrom": [[0.89632, -3.59170, 4.62079], [0.89709, -4.26168, 3.29487], [0.54621, -5.77926, 3.46283], [-1.28382, -6.19006, 3.52262], [-1.66458, -6.96584, 5.63678], [-2.49222, -4.38288, 3.31517], [-1.98703, -3.15411, 4.04305], [-2.81368, -4.03567, 1.70960], [-3.99324, -4.76773, 3.97047], [0.32800, -4.15914, 5.24898], [0.44450, -2.68499, 4.52063], [1.96462, -4.21928, 2.94763], [0.30229, -3.72475, 2.52322], [0.99718, -6.11079, 4.43369], [1.06280, -6.38872, 2.68213], [-2.50000, -3.13554, 1.54620], [-3.94882, -4.44181, 4.88080], [3.21896, -0.01398, -2.40541], [2.66378, -1.24886, -1.70899], [1.67873, -0.94076, -0.68490], [1.36842, -2.07244, 0.17674], [0.70196, -3.29320, -0.46194], [0.53683, -0.14693, -1.11483], [-0.32147, -0.69318, -2.25807], [3.61952, 0.69875, -1.68152], [4.03095, -0.30200, -3.07635], [2.46237, 0.49115, -3.00903], [3.50701, -1.76223, -1.23742], [2.26444, -1.93583, -2.46840], [0.74923, -1.72862, 1.01210], [2.30330, -2.40551, 0.64104], [-0.34747, -3.10681, -0.69194], [0.72767, -4.13269, 0.23916], [1.20858, -3.61613, -1.37212], [0.90061, 0.84212, -1.41043], [-0.10974, 0.05280, -0.25479], [0.27823, -1.06379, -3.09142], [-0.95813, 0.10525, -2.64863], [-0.98503, -1.49082, -1.92487], [1.23012, 4.07858, -0.13609], [0.60416, 4.93226, -1.23073], [-0.43491, 4.24822, -1.98782], [-0.81536, 4.95047, -3.20651], [-1.46554, 6.32801, -3.06345], [-1.53911, 3.69660, -1.21291], [-2.33860, 4.65797, -0.33033], [1.60628, 3.13504, -0.53763], [2.07215, 4.61034, 0.31175], [0.52260, 3.85773, 0.66551], [1.40727, 5.21296, -1.91843], [0.23398, 5.86569, -0.78409], [-1.47520, 4.30836, -3.79815], [0.08526, 5.06595, -3.81930], [-2.49588, 6.25536, -2.71564], [-1.49555, 6.82114, -4.03895], [-0.91190, 6.98049, -2.38697], [-1.14500, 2.90064, -0.57249], [-2.23001, 3.17960, -1.88554], [-1.69748, 5.32144, 0.25291], [-2.94112, 4.08531, 0.37983], [-3.03050, 5.26548, -0.91240]], "forces_ev_per_a": [[-0.331, -0.413, -0.726], [1.346, -0.214, 0.402], [0.520, 1.047, 0.404], [0.177, -2.007, -0.771], [0.120, 0.858, -0.698], [-1.624, 3.827, 1.555], [-0.464, -1.710, -1.299], [0.476, -1.464, 2.099], [2.068, -0.159, -1.513], [-0.042, 0.534, -0.049], [-0.055, -0.329, 0.290], [-0.884, -0.146, -0.064], [0.065, -0.494, 0.522], [-0.449, 0.248, -0.702], [-0.891, 0.354, 0.373], [0.016, 0.059, 0.163], [-0.029, 0.033, 0.002], [-0.046, 0.048, -0.064], [0.004, 0.135, -0.101], [-0.072, -0.061, 0.390], [0.191, -0.081, 0.083], [-0.167, -0.130, 0.125], [0.055, 0.303, -0.207], [-0.227, 0.051, -0.041], [-0.076, -0.028, 0.012], [-0.046, -0.018, 0.018], [0.029, 0.018, 0.033], [-0.165, -0.081, 0.147], [0.059, -0.050, -0.092], [-0.026, 0.156, -0.108], [0.059, 0.080, -0.102], [0.039, -0.026, -0.106], [0.026, 0.011, -0.041], [-0.019, 0.040, 0.003], [0.075, -0.074, -0.026], [0.140, -0.173, 0.107], [0.014, -0.005, 0.046], [0.044, -0.005, 0.017], [0.067, -0.069, -0.080], [-0.075, -0.041, 0.055], [-0.032, -0.077, 0.144], [-0.049, -0.155, -0.304], [0.162, 0.027, -0.145], [-0.161, 0.086, -0.136], [0.123, -0.141, 0.274], [-0.219, -0.028, 0.078], [-0.073, 0.015, -0.011], [-0.050, 0.011, -0.023], [0.027, -0.035, -0.019], [-0.186, 0.020, -0.166], [0.073, 0.082, 0.057], [-0.024, -0.074, 0.163], [0.070, -0.029, 0.133], [0.050, 0.044, 0.066], [0.024, -0.027, 0.035], [-0.010, -0.036, 0.013], [0.123, 0.082, -0.016], [0.128, 0.135, -0.176], [0.016, -0.018, -0.047], [0.033, 0.009, -0.019], [0.073, 0.083, 0.040]], "mulliken_charge": [-0.689, 0.144, -0.916, 0.080, -0.199, 0.922, -0.639, -0.517, -0.514, 0.237, 0.302, 0.381, -0.219, 0.520, 0.414, 0.335, 0.354, -1.399, -0.322, 0.262, -0.660, -0.877, -0.145, -1.125, 0.318, 0.430, 0.281, 0.439, 0.288, 0.337, 0.307, 0.112, 0.353, 0.330, -0.216, 0.352, 0.252, 0.401, 0.275, -1.186, -0.402, 0.253, -0.677, -0.989, -0.426, -1.189, 0.116, 0.444, 0.294, 0.444, 0.259, 0.328, 0.424, 0.217, 0.410, 0.269, 0.018, 0.455, 0.243, 0.425, 0.283]}